{"formula": "C3H9NO4", "method": "ωB97M-V with the def2-TZVPD basis set", "e_lumo_ha": 0.0255, "charge": 0, "de_lowest_ev": 2.367, "orbital_gap_ev": 10.47, "total_energy_ha": -475.353871, "species": ["C", "C", "C", "N", "O", "O", "O", "O", "H", "H", "H", "H", "H", "H", "H", "H", "H"], "positions_angstrom": [[1.077121, -0.636396, 0.275581], [0.322704, 0.625548, -0.214060], [-2.345544, 0.683389, -0.174754], [2.150983, -0.170832, 1.109978], [-1.167059, 0.117607, -0.769316], [1.575523, -1.323025, -0.830242], [0.225956, -1.488688, 1.014053], [0.655604, 1.116918, -1.389485], [1.664329, -0.655216, -1.534697], [-0.398330, -1.876933, 0.386021], [-0.584964, 0.703065, -1.603363], [0.074327, 1.314051, 0.606264], [1.820177, 0.038082, 2.045217], [2.861942, -0.890951, 1.163290], [-2.487828, 0.232153, 0.806404], [-3.193472, 0.442626, -0.814831], [-2.251469, 1.768601, -0.076059]], "forces_ev_per_angstrom": [[-0.1, -0.1, -0.1], [-0.3, -0.2, -0.2], [0.2, 0.0, -0.1], [-0.1, 0.0, -0.1], [0.2, 0.1, 0.2], [-0.1, 0.2, 0.2], [0.1, 0.2, -0.2], [0.0, -0.1, 0.2], [0.0, 0.0, 0.1], [0.1, 0.0, 0.0], [0.0, 0.0, 0.1], [0.0, 0.0, 0.0], [0.0, 0.0, 0.0], [0.0, 0.0, 0.0], [0.0, 0.0, 0.0], [0.1, 0.0, 0.0], [0.0, -0.1, 0.0]]}



{"formula": "C20H47CoNOP3", "method": "ωB97M-V with the def2-TZVPD basis set", "e_lumo_ha": [-0.0668, -0.1472], "multiplicity": 4, "charge": 1, "orbital_gap_ev": [6.45, 8.17], "total_energy_ha": -3326.762503, "species": ["Co", "P", "P", "N", "C", "H", "H", "C", "H", "H", "C", "H", "H", "C", "H", "H", "C", "C", "H", "H", "H", "C", "C", "H", "H", "H", "C", "C", "H", "H", "H", "C", "C", "H", "H", "H", "C", "O", "C", "H", "H", "H", "C", "H", "H", "H", "C", "H", "H", "H", "C", "H", "H", "H", "H", "H", "H", "H", "H", "H", "C", "P", "C", "C", "H", "H", "H", "H", "H", "H", "H", "H", "H"], "positions_angstrom": [[-0.241090, -0.213030, 0.434685], [-0.349264, 2.125893, 0.976328], [0.529983, -2.152075, -0.795363], [-0.110954, 0.612674, -1.534235], [-0.186289, 2.907010, -0.678443], [-0.793945, 3.827622, -0.759860], [0.870287, 3.177868, -0.865317], [-0.597029, 1.969977, -1.809864], [-1.705522, 1.928192, -1.896671], [-0.182332, 2.318809, -2.783709], [-0.143605, -0.236230, -2.729145], [0.228897, 0.348242, -3.602545], [-1.199085, -0.526242, -2.920470], [0.719550, -1.472351, -2.492572], [1.768557, -1.156435, -2.654395], [0.463433, -2.220638, -3.265757], [-0.789048, -3.422122, -1.202857], [-1.495698, -3.967939, 0.022947], [-2.237595, -4.699874, -0.318786], [-2.037811, -3.189730, 0.566275], [-0.822405, -4.489703, 0.713218], [2.249257, -2.916756, -0.629261], [2.361494, -3.871162, 0.554471], [3.355356, -4.343558, 0.546208], [1.625767, -4.690484, 0.515884], [2.269859, -3.327215, 1.501297], [1.015271, 3.083035, 1.850569], [0.970225, 2.933138, 3.370542], [1.738350, 3.579722, 3.823513], [1.202303, 1.900431, 3.664389], [0.004730, 3.242143, 3.803951], [-2.068399, 2.785980, 1.372546], [-2.733033, 2.061805, 2.524432], [-3.717300, 2.517465, 2.677844], [-2.185263, 2.155134, 3.468629], [-2.899442, 1.004035, 2.307529], [-1.902396, -0.526280, 0.341561], [-3.053708, -0.736245, 0.285901], [2.811675, -3.571036, -1.888900], [2.294106, -4.511334, -2.090632], [2.777368, -2.941452, -2.775747], [3.861642, -3.809764, -1.688851], [1.144132, 4.561331, 1.479355], [2.071731, 4.930102, 1.931262], [1.199981, 4.747547, 0.406183], [0.318600, 5.133001, 1.905769], [-2.133520, 4.301173, 1.567972], [-3.200626, 4.557938, 1.652327], [-1.635836, 4.591120, 2.503684], [-1.731409, 4.871029, 0.717800], [-0.315138, -4.562978, -2.108822], [0.376128, -5.223704, -1.565389], [-1.212723, -5.145281, -2.373302], [0.134103, -4.215090, -3.051212], [-1.517188, -2.819002, -1.774350], [-2.621665, 2.540361, 0.449773], [2.847287, -2.021029, -0.392476], [1.909075, 2.545398, 1.493727], [0.877292, 0.687736, -1.252532], [1.197281, -0.081135, 0.979008], [2.080639, -0.766111, 2.890869], [0.325548, -0.910202, 2.374395], [-0.082126, -2.639896, 2.759745], [-0.583963, -0.191368, 3.776282], [2.714428, -1.327721, 2.194772], [2.213347, -1.151620, 3.905071], [2.388163, 0.285527, 2.851596], [0.144369, -2.845972, 3.814613], [0.460209, -3.355735, 2.140174], [-1.153664, -2.808525, 2.609591], [-0.294612, -0.702521, 4.704253], [-0.407066, 0.878351, 3.896432], [-1.659325, -0.341591, 3.633293]], "forces_ev_per_angstrom": [[3.7, 1.5, -1.9], [-0.5, 1.2, 0.1], [0.2, -0.9, -0.7], [0.6, 0.6, -1.0], [0.3, 0.2, -1.0], [0.5, -0.4, 0.2], [-0.4, -0.1, 0.3], [-0.6, 0.0, -0.2], [0.6, 0.0, -0.1], [-0.4, -0.1, 0.5], [-0.5, -0.1, -0.2], [-0.3, -0.5, 0.4], [0.5, 0.3, 0.1], [0.2, 0.6, -0.8], [-0.4, -0.3, 0.2], [0.3, 0.3, 0.4], [0.6, 0.2, -0.1], [-0.4, -0.3, 0.1], [0.0, 0.1, 0.2], [0.2, -0.1, 0.0], [-0.1, 0.1, -0.2], [-0.5, 0.2, 0.0], [0.3, -0.2, 0.2], [-0.2, 0.1, 0.0], [0.2, 0.3, 0.0], [0.0, -0.3, -0.2], [-0.3, -0.2, 0.0], [0.2, 0.0, 0.3], [-0.2, -0.2, -0.1], [-0.2, 0.4, 0.1], [0.3, -0.2, -0.2], [0.8, 0.1, -0.2], [-0.5, 0.0, 0.2], [0.0, -0.1, 0.1], [-0.1, 0.0, -0.2], [0.1, 0.1, 0.1], [-8.6, -1.7, -0.1], [3.2, 0.6, 0.2], [0.2, -0.2, 0.2], [0.2, 0.1, -0.1], [0.0, -0.1, 0.0], [-0.1, 0.0, -0.1], [0.1, 0.0, 0.2], [-0.1, 0.0, -0.1], [0.0, 0.0, 0.2], [0.2, 0.0, -0.1], [-0.5, 0.0, 0.0], [0.3, 0.1, 0.1], [-0.2, 0.0, -0.3], [0.0, -0.1, 0.4], [-0.4, -0.1, 0.0], [-0.2, 0.2, -0.3], [0.4, 0.0, 0.0], [0.0, -0.2, 0.4], [0.2, -0.1, 0.2], [0.1, 0.0, 0.1], [-0.1, -0.1, -0.1], [-0.1, 0.1, 0.0], [0.0, 0.2, -0.3], [1.7, 0.6, -0.6], [-0.2, -0.2, 0.3], [-0.1, -1.2, 2.6], [0.1, -0.6, 0.4], [0.0, 0.1, 0.6], [-0.1, 0.1, 0.1], [0.1, 0.0, 0.0], [-0.1, -0.2, 0.0], [0.0, 0.0, -0.2], [-0.2, 0.2, 0.1], [0.2, 0.2, 0.0], [0.0, 0.2, -0.1], [-0.1, -0.3, 0.0], [0.2, 0.0, -0.1]]}



{"formula": "C3H7N2OS", "method": "ωB97M-V with the def2-TZVPD basis set", "e_lumo_ha": [-0.2838, -0.2431], "charge": 1, "de_lowest_ev": 4.982, "orbital_gap_ev": [6.23, 7.37], "total_energy_ha": -701.041663, "species": ["C", "C", "C", "N", "N", "O", "S", "H", "H", "H", "H", "H", "H", "H"], "positions_angstrom": [[1.508324, 0.826770, 0.030920], [2.116593, -0.571778, -0.048608], [-0.423290, -0.470335, -0.148730], [-3.554735, 0.095241, -0.249010], [0.049216, 0.703570, 0.218408], [-1.681105, -0.672399, -0.208985], [0.765243, -1.772236, -0.638829], [1.935883, 1.496089, 0.713565], [1.747998, 1.157361, -0.969083], [2.990739, -0.745135, -0.775824], [2.411546, -0.981293, 0.942407], [-3.719985, 0.426101, 0.646260], [-0.384567, 1.382328, 0.808216], [-3.761865, -0.874286, -0.320704]], "forces_ev_per_angstrom": [[-0.2, -1.4, -2.2], [0.9, -2.2, 0.7], [-1.6, 0.6, -0.2], [2.6, 0.5, -3.0], [2.7, -0.8, -0.3], [-0.9, -1.6, 0.0], [-0.8, 2.7, 0.8], [0.7, 0.6, 1.2], [-0.6, 1.0, -0.3], [-1.4, 0.8, 1.1], [-0.1, 0.4, -0.6], [-0.2, 0.6, 2.9], [-0.9, 0.1, 0.0], [-0.4, -1.3, 0.1]]}



{"formula": "C18H24B11Br6F10NO3PSiTi", "method": "ωB97M-V with the def2-TZVPD basis set", "e_lumo_ha": [-0.1229, -0.1942], "multiplicity": 2, "charge": 0, "orbital_gap_ev": [5.49, 3.55], "total_energy_ha": -19177.885926, "species": ["Ti", "Br", "B", "B", "C", "B", "B", "B", "B", "B", "Br", "B", "Br", "B", "Br", "B", "Br", "B", "Br", "H", "H", "H", "H", "H", "H", "C", "Si", "C", "C", "N", "C", "C", "C", "C", "C", "C", "F", "H", "H", "H", "H", "H", "H", "H", "H", "H", "H", "H", "H", "H", "F", "C", "F", "F", "F", "P", "F", "F", "F", "F", "F", "O", "C", "C", "C", "C", "C", "C", "C", "O", "O", "H", "H", "H", "H", "H"], "positions_angstrom": [[2.293796, -0.704324, 0.286490], [0.057404, 2.869509, -1.118169], [-1.628524, 2.064870, -1.742579], [-2.209166, 2.159397, -3.425954], [-3.220500, 0.804783, -3.620268], [-1.789612, 0.590875, -2.739331], [-3.287493, -0.242163, -2.287630], [-4.646396, 0.815566, -2.685596], [-3.981791, 2.298252, -3.393445], [-3.012446, 3.127565, -2.165819], [-2.869508, 5.072912, -2.148331], [-4.534685, 2.279076, -1.693353], [-6.126904, 3.252818, -1.119193], [-4.076172, 0.671320, -0.996845], [-5.116171, -0.212450, 0.393610], [-2.275544, 0.547260, -1.050832], [-1.235957, -0.564204, 0.226686], [-3.074450, 2.128219, -0.645036], [-2.996882, 2.961300, 1.118499], [-1.602770, 2.604602, -4.335263], [-3.270948, 0.360522, -4.601645], [-0.930204, -0.066614, -3.191310], [-3.376315, -1.405511, -2.439460], [-5.642840, 0.361241, -3.116525], [-4.547336, 2.829980, -4.278403], [-2.485526, -2.738213, 3.639139], [-1.118251, -1.472155, 3.980162], [-1.859148, 0.237331, 3.780059], [-0.400560, -1.656540, 5.722709], [0.173643, -1.726312, 2.840057], [1.147261, -2.537836, 2.705255], [1.164852, -3.773122, 3.485332], [2.227617, -4.608231, 3.461415], [3.346352, -4.283252, 2.668326], [3.350431, -3.148453, 1.858475], [2.279134, -2.282782, 1.812083], [3.752429, -1.404252, -0.324583], [-3.340343, -2.529542, 4.283851], [-2.164694, -3.767680, 3.811618], [-2.813274, -2.647461, 2.601841], [-2.152209, 0.634677, 4.754820], [-2.746506, 0.192485, 3.149267], [-1.151766, 0.934349, 3.335088], [-1.187060, -1.450630, 6.449555], [0.406305, -0.936770, 5.869154], [-0.004526, -2.655875, 5.913073], [0.287771, -3.981729, 4.086204], [2.211513, -5.521239, 4.042152], [4.207032, -4.940356, 2.656746], [4.212614, -2.973635, 1.229781], [0.813706, -2.306794, -1.789701], [1.379416, -2.516959, -0.558001], [2.351149, -3.438778, -0.818196], [0.425207, -3.220286, 0.115774], [1.442449, 0.463441, 1.443264], [2.552204, 1.250585, 2.657814], [3.676203, 0.243902, 1.967979], [3.582250, 1.856098, 3.669724], [2.816496, 2.354511, 1.567260], [1.284553, 2.026920, 3.185060], [2.195948, 0.026453, 3.629730], [1.401207, 0.189012, -4.011512], [2.209151, 1.202413, -3.961104], [2.386906, 1.976380, -5.131984], [3.258770, 3.026865, -5.110787], [3.985277, 3.332849, -3.942046], [3.806108, 2.585322, -2.780280], [2.910523, 1.539204, -2.771423], [2.663549, 0.813404, -1.513894], [3.334406, 0.991698, -0.492557], [1.688012, -0.023074, -1.448329], [1.350365, -0.247835, -3.114611], [1.828488, 1.718192, -6.021269], [3.391692, 3.623505, -6.002413], [4.683647, 4.158672, -3.943640], [4.340639, 2.806724, -1.866736]], "forces_ev_per_angstrom": [[0.6, -2.0, 0.9], [0.1, -0.1, -0.2], [-0.5, -0.1, 0.0], [-0.1, 0.1, 0.2], [0.0, 0.2, 0.3], [0.1, 0.0, 0.1], [0.1, 0.0, 0.1], [0.1, 0.0, 0.1], [0.0, 0.1, 0.1], [0.0, -0.2, 0.2], [0.0, -0.1, 0.0], [0.2, -0.1, 0.0], [0.2, -0.1, -0.1], [0.2, 0.3, -0.1], [0.0, 0.0, 0.0], [-0.2, 0.0, 0.1], [-0.5, 0.4, -0.2], [0.1, 0.0, -0.3], [0.1, -0.2, -0.2], [0.0, 0.0, -0.1], [0.0, 0.0, 0.0], [0.2, -0.1, -0.1], [0.0, -0.1, 0.0], [0.0, -0.1, 0.0], [0.0, 0.0, -0.1], [0.6, 0.1, -0.1], [-1.5, 0.2, 0.9], [0.3, -0.3, 0.1], [0.1, -0.1, -0.5], [1.1, 0.3, -0.8], [-0.4, -0.6, 0.5], [0.1, -0.2, 0.2], [-0.4, -0.4, 0.4], [-0.2, 0.7, -0.4], [0.5, -0.4, 0.4], [-0.4, 0.6, -0.7], [1.3, -0.5, -0.1], [0.0, 0.1, 0.0], [0.0, 0.0, 0.0], [0.0, 0.0, 0.0], [0.0, 0.0, 0.0], [0.0, 0.1, -0.1], [0.0, 0.1, -0.1], [0.0, 0.0, 0.0], [0.0, 0.0, 0.0], [0.0, 0.0, 0.0], [0.1, -0.1, 0.0], [0.1, 0.0, 0.0], [0.0, 0.0, 0.0], [0.0, 0.0, 0.0], [0.0, 0.0, 0.1], [-0.6, -0.8, -0.9], [0.0, 0.0, 0.1], [0.1, 0.2, 0.2], [-0.6, 1.3, 1.1], [-0.1, 0.3, 1.3], [-0.3, 0.2, -0.3], [0.1, 0.0, 0.0], [0.1, -0.1, -0.1], [0.1, 0.0, -0.1], [0.0, 0.1, -0.1], [0.5, 0.4, -0.2], [-0.7, -0.7, 0.1], [0.2, 0.5, -0.6], [-0.2, -0.1, -0.2], [0.0, 0.2, -0.3], [-0.4, -0.7, 0.3], [0.7, 0.7, 0.3], [-0.3, 0.4, 0.7], [0.2, 0.6, -0.8], [-0.3, 0.2, -1.7], [-0.3, 0.0, 0.3], [0.0, -0.1, 0.1], [0.0, 0.0, 0.0], [0.0, 0.0, 0.0], [0.0, 0.1, 0.0]]}



Please write out number 3 again, unchanged.
{"formula": "C3H7N2OS", "method": "ωB97M-V with the def2-TZVPD basis set", "e_lumo_ha": [-0.2838, -0.2431], "charge": 1, "de_lowest_ev": 4.982, "orbital_gap_ev": [6.23, 7.37], "total_energy_ha": -701.041663, "species": ["C", "C", "C", "N", "N", "O", "S", "H", "H", "H", "H", "H", "H", "H"], "positions_angstrom": [[1.508324, 0.826770, 0.030920], [2.116593, -0.571778, -0.048608], [-0.423290, -0.470335, -0.148730], [-3.554735, 0.095241, -0.249010], [0.049216, 0.703570, 0.218408], [-1.681105, -0.672399, -0.208985], [0.765243, -1.772236, -0.638829], [1.935883, 1.496089, 0.713565], [1.747998, 1.157361, -0.969083], [2.990739, -0.745135, -0.775824], [2.411546, -0.981293, 0.942407], [-3.719985, 0.426101, 0.646260], [-0.384567, 1.382328, 0.808216], [-3.761865, -0.874286, -0.320704]], "forces_ev_per_angstrom": [[-0.2, -1.4, -2.2], [0.9, -2.2, 0.7], [-1.6, 0.6, -0.2], [2.6, 0.5, -3.0], [2.7, -0.8, -0.3], [-0.9, -1.6, 0.0], [-0.8, 2.7, 0.8], [0.7, 0.6, 1.2], [-0.6, 1.0, -0.3], [-1.4, 0.8, 1.1], [-0.1, 0.4, -0.6], [-0.2, 0.6, 2.9], [-0.9, 0.1, 0.0], [-0.4, -1.3, 0.1]]}